(1)
C29H44I2N2O4P as an isolated structure in a non-equilibrium geometry. Source: OMol25; level of theory: the ωB97M-V functional and the def2-TZVPD basis.

Computed properties:
Frontier orbital gap in Ha: 0.2337
LUMO level in eV: -4.3
Electronic energy in eV: -67436.653

Structure (ORCA input):
```
! wB97M-V def2-TZVPD RIJCOSX def2/J DEFGRID3
* xyz 1 1
C 5.405 -3.800 1.826
C 6.397 -3.275 0.710
O 7.416 -3.894 0.542
N 5.984 -2.116 -0.055
C 6.999 -1.698 -1.073
C 5.681 -0.977 0.779
C 6.621 -0.306 1.708
I 8.635 -0.974 1.950
C 6.182 0.850 2.464
I 7.421 1.929 3.865
N 4.896 1.350 2.317
C 3.967 0.776 1.458
P 2.240 1.486 1.227
C 1.998 2.975 2.360
C 2.335 2.272 -0.505
C 4.314 -0.415 0.660
C 3.294 -1.105 -0.308
O 2.098 -1.572 0.370
C 0.975 -1.456 -0.481
C 1.052 -1.948 -1.862
C -0.059 -1.825 -2.814
C 0.210 -2.388 -4.253
C -1.300 -1.201 -2.389
C -1.405 -0.733 -0.997
C -0.293 -0.859 -0.045
C -0.521 -0.343 1.415
C -1.083 1.130 1.477
C -1.625 -1.296 2.092
H 5.760 -4.825 2.117
H 5.440 -3.178 2.756
H 4.378 -3.931 1.402
H 8.057 -1.897 -0.784
H 6.712 -2.108 -2.074
H 6.908 -0.577 -1.173
H 4.588 2.184 2.824
H 1.455 3.749 1.742
H 2.966 3.467 2.668
H 1.348 2.754 3.242
H 3.040 1.726 -1.180
H 1.283 2.275 -0.891
H 2.754 3.308 -0.387
H 3.020 -0.364 -1.110
H 3.728 -2.005 -0.816
H 2.021 -2.428 -2.154
H 1.096 -1.901 -4.731
H 0.467 -3.478 -4.128
H -0.697 -2.345 -4.908
H -2.138 -1.072 -3.107
H -2.351 -0.265 -0.631
H 0.398 -0.452 2.047
H -0.442 1.878 0.943
H -1.129 1.424 2.565
H -2.123 1.227 1.075
H -2.490 -0.656 2.428
H -1.213 -1.882 2.953
H -2.026 -1.990 1.313
C -4.149 3.955 -2.102
C -5.214 4.241 -1.059
C -4.867 3.239 0.026
O -3.445 3.041 -0.032
C -2.943 3.630 -1.238
H -3.970 4.785 -2.786
H -4.433 3.079 -2.692
H -5.098 5.260 -0.679
H -6.233 4.130 -1.430
H -5.347 2.273 -0.157
H -5.149 3.585 1.022
H -2.393 4.538 -0.965
H -2.252 2.937 -1.725
C -5.730 -2.078 0.403
C -6.812 -2.149 -0.656
C -7.586 -0.869 -0.401
O -6.648 0.089 0.112
C -5.430 -0.590 0.445
H -4.851 -2.683 0.176
H -6.130 -2.405 1.367
H -6.359 -2.120 -1.652
H -7.433 -3.043 -0.591
H -8.362 -1.019 0.357
H -8.054 -0.475 -1.304
H -4.678 -0.316 -0.304
H -5.081 -0.260 1.426
*
```

These are the Löwdin partial charges, in e, on atoms 1 to 5:
1 C 0.019
2 C -0.491
3 O 0.066
4 N -0.083
5 C -0.060

***

(2)
AlH2O as an isolated structure. Source: OMol25; level of theory: the ωB97M-V functional and the def2-TZVPD basis.

Computed properties:
Energy above the lowest of the compared OMol25 structures with the same formula, charge and spin in eV: 1.177
Frontier orbital gap in Ha: 0.2161
LUMO level in eV: -25.3
Electronic energy in eV: -8627.953

Structure (ORCA input):
```
! wB97M-V def2-TZVPD RIJCOSX def2/J DEFGRID3
* xyz 3 1
Al -1.643 0.504 1.613
O 0.382 -0.262 -0.151
H -0.040 -0.366 -1.072
H 1.301 0.123 -0.390
*
```

Formally, the natural (NBO) partial charges of the atoms, in units of the elementary charge, are as follows:
1 Al 2.306
2 O -0.509
3 H 0.587
4 H 0.616

***

(3)
The molecule CCl4OS in a non-equilibrium geometry. Source: OMol25; level of theory: the ωB97M-V functional and the def2-TZVPD basis.

Computed properties:
Energy above the lowest of the compared OMol25 structures with the same formula, charge and spin in eV: 1.055
Frontier orbital gap in Ha: 0.3664
LUMO level in eV: -0.7
Electronic energy in eV: -64007.946

Structure (ORCA input):
```
! wB97M-V def2-TZVPD RIJCOSX def2/J DEFGRID3
* xyz 0 1
O -0.400 -1.461 -1.339
Cl 0.989 -1.906 1.133
Cl 0.564 2.103 -0.826
Cl -1.888 0.474 -0.107
Cl 0.197 0.951 1.751
S 0.671 -0.818 -0.614
C -0.133 0.658 0.003
*
```

These are the natural (NBO) partial charges, in e, on atoms 1 to 5:
1 O -0.869
2 Cl -0.227
3 Cl 0.051
4 Cl 0.091
5 Cl 0.034

***

no.,HOMO (eV)
1,-10.6269
2,-31.1449
3,-10.7020